P.
The following is a quantum chemistry calculation of an isolated molecule of C3H5NO3, from the Open Molecules 2025 dataset.

Computed properties:
SMILES: C=CO/C(O)=N/O
Gap between HOMO and LUMO, eV: 8.483
HOMO level, eV: -8.0
LUMO level, eV: 0.4899

Bonds (Å) are listed after each position.
Atoms and positions in Å:
1 N 0.728 0.549 0.552  C2 1.294, O5 1.414
2 C 1.135 -0.438 -0.180  N1 1.294, O6 1.328, O7 1.287
3 C -1.120 -0.223 -0.360  C4 1.316, O7 1.666, H10 1.077
4 C -2.145 -0.794 0.237  C3 1.316, H11 1.079, H12 1.080
5 O 1.015 1.876 0.153  N1 1.414, H8 0.966
6 O 2.418 -0.709 -0.387  C2 1.328, H9 0.972
7 O 0.213 -1.154 -0.722  C2 1.287, C3 1.666
8 H 1.136 2.359 0.981  O5 0.966
9 H 2.926 0.063 -0.087  O6 0.972
10 H -1.139 0.577 -1.081  C3 1.077
11 H -2.022 -1.576 0.969  C4 1.079
12 H -3.145 -0.530 -0.075  C4 1.080


Q.
The following is a quantum chemistry calculation of an isolated molecule of C3H5NO3, from the Open Molecules 2025 dataset.

Computed properties:
SMILES: O=CNCC(=O)O
Gap between HOMO and LUMO, eV: 11.183
HOMO level, eV: -10.5
LUMO level, eV: 0.7017

Bonds (Å) are listed after each position.
Atoms and positions in Å:
1 C -1.144 0.522 1.224  N2 1.379, O7 1.212, H8 1.112
2 N -0.285 1.299 0.476  C1 1.379, C3 1.483, H9 1.014
3 C 1.033 0.830 -0.014  N2 1.483, C4 1.524, H10 1.089, H11 1.091
4 C 1.041 -0.515 -0.732  C3 1.524, O5 1.335, O6 1.197
5 O 0.326 -1.490 -0.165  C4 1.335, H12 0.955
6 O 1.436 -0.652 -1.854  C4 1.197
7 O -2.261 0.105 1.007  C1 1.212
8 H -0.732 0.104 2.169  C1 1.112
9 H -0.775 1.774 -0.274  N2 1.014
10 H 1.798 0.939 0.753  C3 1.089
11 H 1.215 1.568 -0.797  C3 1.091
12 H -0.542 -1.594 0.219  O5 0.955


Least stable: P


P.
The following is a quantum chemistry calculation of an isolated molecule of C3H5NO3, from the Open Molecules 2025 dataset.

Computed properties:
SMILES: NC(=O)COC=O
Gap between HOMO and LUMO, eV: 10.962
HOMO level, eV: -10.1
LUMO level, eV: 0.8537

Bonds (Å) are listed after each position.
Atoms and positions in Å:
1 N 1.628 -0.555 -0.425  C2 1.363, H8 1.010, H9 1.009
2 C 0.777 -0.477 0.636  N1 1.363, O3 1.213, C4 1.534
3 O 1.144 -0.155 1.746  C2 1.213
4 C -0.707 -0.790 0.405  C2 1.534, O5 1.438, H10 1.093, H11 1.092
5 O -1.419 0.451 0.548  C4 1.438, C6 1.337
6 C -1.149 1.356 -0.399  O5 1.337, O7 1.208, H12 1.096
7 O -0.544 1.142 -1.423  C6 1.208
8 H 1.291 -0.511 -1.376  N1 1.010
9 H 2.529 -0.125 -0.272  N1 1.009
10 H -0.966 -1.250 -0.552  C4 1.093
11 H -1.046 -1.425 1.226  C4 1.092
12 H -1.538 2.340 -0.114  C6 1.096


Q.
The following is a quantum chemistry calculation of an isolated molecule of C3H5NO3, from the Open Molecules 2025 dataset.

Computed properties:
SMILES: O=CO[C@@]1([O-])C[NH2+]1
Gap between HOMO and LUMO, eV: 9.894
HOMO level, eV: -9.3
LUMO level, eV: 0.5638

Bonds (Å) are listed after each position.
Atoms and positions in Å:
1 N -1.589 -0.380 0.150  C2 1.639, C4 1.636, H8 1.014, H9 1.024
2 C 0.008 -0.635 0.421  N1 1.639, O3 1.215, C4 1.456, O7 1.524
3 O 0.278 -1.471 1.261  C2 1.215
4 C -0.465 0.734 0.565  N1 1.636, C2 1.456, H10 1.088, H11 1.094
5 O 1.821 1.054 -0.097  C6 1.212
6 C 1.697 0.164 -0.909  O5 1.212, O7 1.334, H12 1.097
7 O 0.690 -0.710 -0.939  C2 1.524, C6 1.334
8 H -1.869 -0.430 -0.822  N1 1.014
9 H -2.140 -0.973 0.778  N1 1.024
10 H -0.427 1.441 -0.262  C4 1.088
11 H -0.444 1.196 1.557  C4 1.094
12 H 2.438 0.009 -1.703  C6 1.097


Least stable: Q


P.
The following is a quantum chemistry calculation of an isolated molecule of C3H5NO3, from the Open Molecules 2025 dataset.

Computed properties:
SMILES: C=C(C)O[N+](=O)[O-]
Gap between HOMO and LUMO, eV: 10.905
HOMO level, eV: -10.1
LUMO level, eV: 0.7622

Bonds (Å) are listed after each position.
Atoms and positions in Å:
1 C -1.057 0.842 -1.051  C2 1.333, H8 1.037, H9 1.071
2 C -0.422 -0.037 -0.276  C1 1.333, C3 1.467, O7 1.495
3 C -0.918 -0.417 1.051  C2 1.467, H10 1.135, H11 1.172, H12 1.073
4 N 2.073 -0.311 -0.300  O5 1.149, O6 1.158, O7 1.428
5 O 2.005 0.405 0.595  N4 1.149
6 O 3.001 -0.782 -0.808  N4 1.158
7 O 0.808 -0.639 -0.876  C2 1.495, N4 1.428
8 H -0.495 1.227 -1.833  C1 1.037
9 H -1.971 1.329 -0.780  C1 1.071
10 H -0.102 -1.098 1.449  C3 1.135
11 H -1.146 0.532 1.700  C3 1.172
12 H -1.778 -1.052 1.128  C3 1.073


Q.
The following is a quantum chemistry calculation of an isolated molecule of C3H5NO3, from the Open Molecules 2025 dataset.

Computed properties:
SMILES: O=CCNC(=O)O
Gap between HOMO and LUMO, eV: 10.476
HOMO level, eV: -10.0
LUMO level, eV: 0.4949

Bonds (Å) are listed after each position.
Atoms and positions in Å:
1 O -0.557 2.416 -1.462  C2 1.245
2 C -0.147 1.273 -1.185  O1 1.245, C3 1.549, H8 1.117
3 C 0.320 1.029 0.272  C2 1.549, N4 1.455, H9 1.051, H10 1.089
4 N 0.802 -0.343 0.306  C3 1.455, C5 1.376, H11 0.980
5 C 0.015 -1.454 0.505  N4 1.376, O6 1.436, O7 1.233
6 O -1.347 -1.055 0.284  C5 1.436, H12 0.956
7 O 0.477 -2.586 0.667  C5 1.233
8 H -0.275 0.322 -1.757  C2 1.117
9 H 1.211 1.549 0.470  C3 1.051
10 H -0.401 1.338 1.026  C3 1.089
11 H 1.729 -0.660 0.302  N4 0.980
12 H -1.829 -1.828 0.571  O6 0.956


R.
The following is a quantum chemistry calculation of an isolated molecule of C3H5NO3, from the Open Molecules 2025 dataset.

Computed properties:
SMILES: C=NOC(=O)OC
Gap between HOMO and LUMO, eV: 11.731
HOMO level, eV: -10.8
LUMO level, eV: 0.9266

Bonds (Å) are listed after each position.
Atoms and positions in Å:
1 C -1.485 0.670 -1.972  H4 1.045, H5 1.061, H6 1.067, O10 1.441
2 C -0.098 -0.265 -0.316  O10 1.351, O11 1.207, O12 1.364
3 C 1.702 -0.445 2.471  H7 1.056, H8 1.138, N9 1.268
4 H -2.407 0.356 -1.593  C1 1.045
5 H -1.015 -0.094 -2.540  C1 1.061
6 H -1.611 1.641 -2.396  C1 1.067
7 H 1.689 0.596 2.649  C3 1.056
8 H 2.255 -1.192 3.127  C3 1.138
9 N 1.118 -0.914 1.447  C3 1.268, O12 1.380
10 O -0.516 0.868 -0.924  C1 1.441, C2 1.351
11 O -0.142 -1.378 -0.782  C2 1.207
12 O 0.510 0.159 0.829  C2 1.364, N9 1.380


Least stable: P


P.
The following is a quantum chemistry calculation of an isolated molecule of C3H5NO3, from the Open Molecules 2025 dataset.

Computed properties:
SMILES: O=CNCC(=O)O
Gap between HOMO and LUMO, eV: 10.719
HOMO level, eV: -10.1
LUMO level, eV: 0.5963

Bonds (Å) are listed after each position.
Atoms and positions in Å:
1 C 1.043 -1.609 -0.909  N2 1.483, O7 1.189, H8 1.114
2 N 1.011 -0.448 0.013  C1 1.483, C3 1.516, H9 1.085
3 C -0.080 0.036 0.947  N2 1.516, C4 1.478, H10 1.058, H11 1.122
4 C -0.777 1.246 0.461  C3 1.478, O5 1.387, O6 1.166
5 O -1.459 1.034 -0.728  C4 1.387, H12 0.905
6 O -0.878 2.309 0.930  C4 1.166
7 O 1.808 -1.655 -1.817  C1 1.189
8 H 0.423 -2.494 -0.636  C1 1.114
9 H 1.528 0.387 -0.450  N2 1.085
10 H -0.841 -0.670 1.153  C3 1.058
11 H 0.370 0.272 1.948  C3 1.122
12 H -2.148 1.591 -0.912  O5 0.905


Q.
The following is a quantum chemistry calculation of an isolated molecule of C3H5NO3, from the Open Molecules 2025 dataset.

Computed properties:
SMILES: C[C@@H](C=O)[N+](=O)[O-]
Gap between HOMO and LUMO, eV: 10.786
HOMO level, eV: -10.8
LUMO level, eV: 0.0279

Bonds (Å) are listed after each position.
Atoms and positions in Å:
1 C -0.319 -1.288 0.559  C2 1.512, O7 1.213, H8 1.109
2 C -0.209 -0.114 -0.388  C1 1.512, C3 1.642, N4 1.453, H9 1.186
3 C 1.316 0.414 -0.081  C2 1.642, H10 1.094, H11 1.041, H12 1.188
4 N -1.226 0.904 -0.190  C2 1.453, O5 1.192, O6 1.181
5 O -2.132 0.955 -0.962  N4 1.192
6 O -1.164 1.504 0.826  N4 1.181
7 O -0.033 -2.443 0.318  C1 1.213
8 H -0.609 -0.872 1.545  C1 1.109
9 H -0.420 -0.574 -1.459  C2 1.186
10 H 1.928 -0.366 -0.542  C3 1.094
11 H 1.419 0.395 0.954  C3 1.041
12 H 1.449 1.485 -0.579  C3 1.188


Least stable: Q


P.
The following is a quantum chemistry calculation of an isolated molecule of C3H5NO3, from the Open Molecules 2025 dataset.

Computed properties:
SMILES: NC(=O)COC=O
Gap between HOMO and LUMO, eV: 10.760
HOMO level, eV: -10.1
LUMO level, eV: 0.7055

Bonds (Å) are listed after each position.
Atoms and positions in Å:
1 N -0.289 0.826 0.968  C2 1.373, H8 1.142, H9 1.017
2 C 0.202 -0.438 1.183  N1 1.373, O3 1.214, C4 1.532
3 O 0.398 -1.008 2.236  C2 1.214
4 C 0.525 -1.106 -0.158  C2 1.532, O5 1.439, H10 1.094, H11 1.090
5 O -0.459 -0.699 -1.125  C4 1.439, C6 1.322
6 C -0.588 0.588 -1.396  O5 1.322, O7 1.225, H12 1.089
7 O 0.281 1.449 -1.338  C6 1.225
8 H 0.284 1.389 0.156  N1 1.142
9 H -0.736 1.213 1.796  N1 1.017
10 H 1.535 -0.830 -0.475  C4 1.094
11 H 0.436 -2.189 -0.077  C4 1.090
12 H -1.589 0.805 -1.769  C6 1.089


Q.
The following is a quantum chemistry calculation of a cluster of 2 separate species, C3H5NO3 in total, from the Open Molecules 2025 dataset.

Computed properties:
Gap between HOMO and LUMO (spin up / spin down), eV: 6.366 / 6.409
HOMO level (spin up / spin down), eV: -10.2 / -10.3
LUMO level (spin up / spin down), eV: -3.8677 / -3.8488

Bonds (Å) are listed after each position.
Atoms and positions in Å:
1 C 0.890 1.592 0.066  N4 1.366, O5 1.210, H8 1.172
2 C 1.854 -0.697 -0.159  N4 1.334, O6 1.190, H9 1.147
3 C -1.954 -0.722 0.144  O7 1.368, H10 1.100, H11 1.108, H12 1.075
4 N 1.003 0.244 0.253  C1 1.366, C2 1.334
5 O -0.126 2.249 0.091  C1 1.210
6 O 1.942 -1.845 0.142  C2 1.190
7 O -1.057 -0.537 1.160  C3 1.368
8 H 1.882 2.187 -0.121  C1 1.172
9 H 2.527 -0.173 -0.926  C2 1.147
10 H -1.913 -0.100 -0.762  C3 1.100
11 H -2.987 -0.552 0.507  C3 1.108
12 H -2.061 -1.646 -0.395  C3 1.075


Least stable: Q


P.
The following is a quantum chemistry calculation of an isolated molecule of C3H5NO3, from the Open Molecules 2025 dataset.

Computed properties:
Gap between HOMO and LUMO (spin up / spin down), eV: 8.195 / 8.831
HOMO level (spin up / spin down), eV: -8.7 / -9.3
LUMO level (spin up / spin down), eV: -0.4940 / -0.4259

Bonds (Å) are listed after each position.
Atoms and positions in Å:
1 C -0.659 -0.797 0.305  C2 1.531, N4 1.232, H8 1.148
2 C 0.252 0.428 0.418  C1 1.531, C3 1.548, O6 1.392, H9 1.130
3 C 1.490 0.149 -0.468  C2 1.548, H10 1.086, H11 1.183, H12 1.014
4 N -1.836 -0.641 -0.028  C1 1.232, O5 1.166
5 O -2.897 -1.045 -0.293  N4 1.166
6 O -0.499 1.499 -0.057  C2 1.392, O7 1.311
7 O -1.781 1.330 0.163  O6 1.311
8 H 0.010 -1.726 0.388  C1 1.148
9 H 0.658 0.565 1.464  C2 1.130
10 H 0.933 -0.192 -1.336  C3 1.086
11 H 2.291 -0.562 0.036  C3 1.183
12 H 2.037 0.994 -0.592  C3 1.014


Q.
The following is a quantum chemistry calculation of an isolated molecule of C3H5NO3, from the Open Molecules 2025 dataset.

Computed properties:
SMILES: CC(=O)O/C=N\O
Gap between HOMO and LUMO, eV: 11.207
HOMO level, eV: -10.7
LUMO level, eV: 0.4760

Bonds (Å) are listed after each position.
Atoms and positions in Å:
1 C 2.087 0.844 0.153  C2 1.555, H4 1.275, H5 1.160, H6 1.180
2 C 1.219 -0.372 -0.276  C1 1.555, O10 1.184, O11 1.387
3 C -1.186 -0.797 0.212  H7 1.165, N9 1.269, O11 1.542
4 H 1.208 1.070 1.050  C1 1.275
5 H 3.231 0.656 0.181  C1 1.160
6 H 1.843 1.803 -0.490  C1 1.180
7 H -0.536 -1.763 0.278  C3 1.165
8 H -3.922 0.260 -0.186  O12 0.942
9 N -2.454 -0.805 0.232  C3 1.269, O12 1.547
10 O 1.623 -1.480 -0.381  C2 1.184
11 O -0.076 0.119 -0.342  C2 1.387, C3 1.542
12 O -3.036 0.465 -0.432  H8 0.942, N9 1.547


Least stable: P